[1]
ORCA calculation (wB97M-V/def2-TZVPD) on a molecular structure, C12H18N4RhS5.

Properties
frontier orbital gap = 0.18174 Eh
spin multiplicity = 1
total charge = +3

Atoms and positions in Å:
Rh: -0.20 0.26 -0.02
C: 2.48 -1.15 1.36
C: 2.86 -0.65 -0.02
S: 1.49 -0.64 -1.21
C: 1.09 -2.41 -1.46
C: 0.20 -3.00 -0.39
S: -1.15 -1.83 0.01
C: -1.32 -2.03 1.80
C: -0.05 -1.78 2.58
S: 0.92 -0.36 1.94
H: 3.25 -0.89 2.08
H: 2.36 -2.23 1.38
H: 3.65 -1.26 -0.47
H: 3.21 0.38 -0.02
H: 2.04 -2.93 -1.55
H: 0.63 -2.45 -2.45
H: 0.74 -3.23 0.52
H: -0.27 -3.92 -0.74
H: -1.72 -3.03 1.99
H: -2.11 -1.32 2.06
H: 0.61 -2.65 2.60
H: -0.30 -1.54 3.62
N: -1.88 -0.80 -3.04
C: -2.13 0.41 -2.51
N: -1.45 0.96 -1.50
C: -1.90 2.26 -1.24
C: -2.95 2.64 -1.98
S: -3.38 1.40 -3.11
C: -1.15 2.99 -0.24
C: -1.31 4.24 0.21
S: -0.08 4.65 1.35
C: 0.60 3.10 1.18
N: -0.08 2.29 0.36
N: 1.73 2.78 1.83
H: -0.94 -1.16 -3.01
H: -2.42 -1.10 -3.84
H: -3.49 3.58 -1.96
H: -2.06 4.96 -0.07
H: 2.20 3.47 2.41
H: 2.28 1.98 1.56

Results of the natural (NBO) charge analysis, in e, for atoms 1 through 2: 0.56, -0.54



[2]
ORCA calculation (wB97M-V/def2-TZVPD) on 2 unconnected molecules or ions with the total composition C2H4F2O4 at a distorted geometry.

Properties
frontier orbital gap (alpha / beta) = 0.31654 / 0.31631 Eh
spin multiplicity = 1
total charge = 0

Atoms and positions in Å:
C: -1.41 0.54 0.38
C: 2.00 -0.33 0.28
O: -2.76 0.47 0.38
O: 2.71 -0.88 -0.65
O: -0.80 0.68 -0.81
O: 0.51 1.19 -0.51
F: -1.00 -0.72 0.91
F: 2.52 0.77 0.86
H: -0.86 1.15 1.16
H: 1.39 -1.06 0.84
H: -3.20 -0.36 0.07
H: 3.38 -0.29 -1.10

Results of the natural (NBO) charge analysis, in e, for atoms 1 through 2: 0.68, 0.76



[3]
ORCA calculation (wB97M-V/def2-TZVPD) on 13 unconnected molecules or ions with the total composition C41H77NO12 at a distorted geometry.

Properties
frontier orbital gap = 0.32182 Eh
spin multiplicity = 1
total charge = 0

Atoms and positions in Å:
N: 7.67 4.55 5.64
C: 8.88 4.51 5.04
C: 9.32 3.38 4.31
C: 8.45 2.30 4.20
C: 7.24 2.24 4.88
C: 6.88 3.42 5.56
H: 9.52 5.37 5.19
H: 10.30 3.27 3.88
H: 8.71 1.42 3.63
H: 6.57 1.39 4.88
H: 6.00 3.45 6.18
C: 12.66 1.35 5.64
C: 11.83 2.08 6.70
O: 11.94 3.27 7.00
C: 10.80 1.25 7.45
H: 11.99 0.95 4.88
H: 13.30 0.62 6.12
H: 13.25 2.14 5.16
H: 11.02 0.18 7.50
H: 9.76 1.36 7.15
H: 10.85 1.61 8.48
C: 12.81 9.75 5.62
C: 12.12 10.91 6.34
O: 11.96 11.98 5.75
C: 11.56 10.75 7.69
H: 13.85 9.73 5.95
H: 12.82 10.05 4.57
H: 12.27 8.82 5.82
H: 12.25 11.24 8.38
H: 11.53 9.68 7.90
H: 10.62 11.27 7.83
C: 18.58 5.58 5.67
C: 17.82 5.10 4.43
O: 16.60 5.02 4.40
C: 18.73 4.70 3.26
H: 19.01 4.70 6.15
H: 17.89 6.07 6.36
H: 19.39 6.25 5.38
H: 19.54 4.06 3.59
H: 19.12 5.53 2.68
H: 18.23 4.11 2.49
C: 15.59 6.24 9.76
C: 15.00 6.60 8.40
O: 14.56 7.69 8.20
C: 15.13 5.62 7.27
H: 16.57 5.78 9.88
H: 14.86 5.64 10.31
H: 15.73 7.12 10.39
H: 15.15 6.13 6.31
H: 14.22 5.01 7.31
H: 15.99 4.99 7.46
C: 11.48 3.81 0.91
C: 11.16 2.56 0.19
O: 10.58 1.61 0.82
C: 11.53 2.43 -1.29
H: 11.36 4.62 0.19
H: 12.49 3.86 1.31
H: 10.75 4.00 1.69
H: 12.60 2.53 -1.45
H: 11.03 3.26 -1.80
H: 11.15 1.55 -1.79
C: 8.35 5.42 -0.95
C: 8.47 5.64 0.55
O: 9.00 6.66 0.94
C: 7.93 4.59 1.47
H: 9.19 4.74 -1.09
H: 8.50 6.38 -1.45
H: 7.45 4.92 -1.31
H: 7.89 5.07 2.44
H: 8.40 3.61 1.56
H: 6.87 4.46 1.26
C: 15.23 2.14 3.09
C: 15.36 1.78 1.63
O: 14.58 2.22 0.80
C: 16.26 0.68 1.23
H: 16.25 2.15 3.50
H: 14.65 1.42 3.67
H: 14.98 3.19 3.23
H: 16.68 0.68 0.22
H: 15.72 -0.26 1.32
H: 17.17 0.56 1.82
C: 11.04 7.94 -1.20
C: 12.34 8.76 -1.03
O: 12.66 9.17 0.07
C: 13.00 9.18 -2.32
H: 10.14 8.51 -1.43
H: 10.90 7.33 -0.31
H: 11.29 7.25 -2.00
H: 13.32 8.31 -2.90
H: 13.92 9.74 -2.14
H: 12.39 9.83 -2.94
C: 11.46 5.72 9.95
C: 11.03 6.81 9.00
O: 10.83 7.97 9.44
C: 10.82 6.46 7.54
H: 11.63 6.10 10.95
H: 12.29 5.15 9.53
H: 10.62 5.02 9.93
H: 10.20 7.27 7.17
H: 10.15 5.61 7.41
H: 11.72 6.23 6.96
C: 8.49 11.54 4.11
C: 9.32 11.14 2.85
O: 9.35 11.90 1.85
C: 10.20 9.87 2.91
H: 7.44 11.55 3.82
H: 8.83 12.54 4.40
H: 8.73 10.91 4.97
H: 9.89 9.39 1.99
H: 9.90 9.29 3.78
H: 11.25 10.14 2.93
C: 12.51 6.75 2.30
C: 12.32 6.37 3.72
O: 11.57 7.08 4.41
C: 12.94 5.10 4.19
H: 12.39 7.83 2.29
H: 11.72 6.26 1.73
H: 13.54 6.58 1.99
H: 14.03 5.06 4.10
H: 12.44 4.23 3.75
H: 12.84 5.04 5.27
C: 16.49 7.68 1.10
C: 16.67 6.35 0.48
O: 17.75 5.89 0.13
C: 15.43 5.51 0.20
H: 15.45 8.01 1.09
H: 17.14 8.42 0.65
H: 16.79 7.49 2.14
H: 14.64 5.99 -0.38
H: 15.05 5.19 1.17
H: 15.63 4.58 -0.34

Results of the Mulliken charge analysis, in e, for atoms 1 through 2: -0.51, -0.76



[4]
ORCA calculation (wB97M-V/def2-TZVPD) on 26 unconnected molecules or ions with the total composition C40H59BCl75O.

Properties
frontier orbital gap = 0.20476 Eh
spin multiplicity = 1
total charge = -1

Atoms and positions in Å:
C: 0.63 -3.98 0.08
C: 2.06 -4.34 0.51
C: 3.05 -4.30 -0.67
C: 4.38 -3.60 -0.37
C: 4.38 -2.06 -0.47
C: 3.00 -1.39 -0.47
C: 3.08 0.15 -0.26
C: 2.43 0.61 1.05
C: 0.92 0.32 1.21
C: 0.11 0.62 -0.05
C: -1.35 1.00 0.23
C: -2.21 -0.10 0.89
B: -2.08 -1.64 0.34
O: -2.57 -1.79 -1.08
C: -3.97 -2.01 -1.24
C: -4.47 -3.46 -0.97
C: -5.32 -3.67 0.32
H: 0.56 -3.00 -0.43
H: 0.22 -4.76 -0.58
H: -0.02 -3.92 0.94
H: 2.38 -3.69 1.34
H: 2.01 -5.37 0.93
H: 2.55 -3.86 -1.55
H: 3.32 -5.34 -0.93
H: 5.15 -4.00 -1.08
H: 4.72 -3.87 0.65
H: 4.96 -1.71 -1.34
H: 4.88 -1.66 0.43
H: 2.42 -1.61 -1.38
H: 2.41 -1.79 0.38
H: 2.68 0.69 -1.14
H: 4.14 0.44 -0.19
H: 2.57 1.70 1.14
H: 2.98 0.15 1.90
H: 0.57 0.97 2.03
H: 0.76 -0.71 1.54
H: 0.59 1.50 -0.55
H: 0.21 -0.21 -0.78
H: -1.82 1.39 -0.69
H: -1.29 1.86 0.92
H: -3.26 0.21 0.71
H: -2.10 -0.08 1.99
H: -2.78 -2.33 1.10
H: -0.92 -2.06 0.47
H: -4.57 -1.28 -0.66
H: -4.20 -1.79 -2.31
H: -3.62 -4.15 -0.98
H: -5.14 -3.74 -1.81
H: -6.07 -4.46 0.19
H: -4.66 -3.91 1.16
H: -5.82 -2.72 0.58
C: -2.40 3.61 3.54
Cl: -3.74 2.80 2.73
Cl: -1.18 2.43 4.02
Cl: -1.70 4.86 2.51
H: -2.78 4.09 4.43
C: 5.42 -6.15 -4.54
Cl: 4.77 -7.52 -5.45
Cl: 4.13 -5.07 -4.01
Cl: 6.40 -6.71 -3.19
H: 6.06 -5.59 -5.21
C: 4.85 -0.96 -5.03
Cl: 4.66 0.21 -3.74
Cl: 6.21 -2.05 -4.71
Cl: 3.35 -1.87 -5.22
H: 5.07 -0.43 -5.95
C: 2.14 7.19 3.47
Cl: 1.09 8.59 3.27
Cl: 1.48 6.07 4.65
Cl: 2.41 6.39 1.92
H: 3.10 7.54 3.83
C: -0.39 -8.84 -0.65
Cl: 1.30 -8.66 -0.16
Cl: -1.44 -8.82 0.77
Cl: -0.84 -7.61 -1.82
H: -0.50 -9.80 -1.13
C: -6.66 2.93 6.07
Cl: -4.98 3.43 5.88
Cl: -7.11 1.73 4.87
Cl: -6.92 2.33 7.71
H: -7.28 3.80 5.93
C: 1.32 -11.34 2.50
Cl: 2.82 -10.79 3.24
Cl: 1.60 -12.76 1.49
Cl: 0.10 -11.68 3.73
H: 0.94 -10.56 1.86
C: -0.28 0.77 -4.10
Cl: -0.91 -0.51 -3.09
Cl: 1.21 1.45 -3.42
Cl: 0.00 0.23 -5.77
H: -1.01 1.57 -4.14
C: 4.18 6.66 -1.68
Cl: 4.17 8.15 -2.64
Cl: 3.27 5.39 -2.50
Cl: 5.84 6.14 -1.37
H: 3.71 6.87 -0.74
C: -3.21 0.05 -8.77
Cl: -1.56 0.24 -9.39
Cl: -3.20 -0.38 -7.06
Cl: -4.14 1.52 -9.04
H: -3.68 -0.76 -9.31
C: 10.34 -1.13 -5.56
Cl: 9.33 0.30 -5.64
Cl: 9.87 -2.16 -4.21
Cl: 10.26 -2.03 -7.09
H: 11.36 -0.82 -5.41
C: -0.65 3.09 8.22
Cl: -2.00 2.39 7.33
Cl: 0.47 1.82 8.74
Cl: 0.19 4.30 7.26
H: -1.05 3.57 9.10
C: -0.76 -9.54 -5.56
Cl: -1.97 -8.36 -5.07
Cl: 0.10 -10.20 -4.17
Cl: -1.50 -10.85 -6.50
H: -0.04 -9.04 -6.19
C: 4.13 11.23 -4.66
Cl: 4.08 11.45 -6.41
Cl: 5.77 11.47 -4.05
Cl: 3.00 12.31 -3.86
H: 3.84 10.21 -4.45
C: -6.02 4.67 11.02
Cl: -5.23 5.43 12.41
Cl: -4.84 4.06 9.87
Cl: -7.10 3.37 11.53
H: -6.62 5.42 10.52
C: -0.40 -4.35 4.34
Cl: 0.00 -2.89 3.45
Cl: -0.71 -5.71 3.26
Cl: 0.91 -4.76 5.46
H: -1.29 -4.15 4.91
C: -5.94 3.64 -12.09
Cl: -5.15 2.15 -12.58
Cl: -6.24 3.70 -10.35
Cl: -4.99 5.04 -12.61
H: -6.89 3.69 -12.60
C: -0.81 -2.99 8.92
Cl: -1.73 -3.83 7.66
Cl: 0.15 -4.14 9.86
Cl: 0.20 -1.73 8.22
H: -1.52 -2.53 9.59
C: -10.13 0.47 11.00
Cl: -10.27 1.94 10.03
Cl: -10.96 -0.88 10.21
Cl: -8.44 0.07 11.31
H: -10.61 0.64 11.95
C: 1.68 9.50 -8.37
Cl: 0.62 10.89 -8.57
Cl: 1.03 8.37 -7.18
Cl: 1.96 8.70 -9.91
H: 2.63 9.85 -8.00
C: 3.62 5.63 9.31
Cl: 2.23 5.12 10.27
Cl: 3.20 5.85 7.62
Cl: 4.31 7.12 9.98
H: 4.37 4.86 9.38
C: -8.29 7.58 -9.64
Cl: -7.36 8.03 -8.22
Cl: -7.23 7.19 -10.99
Cl: -9.37 6.23 -9.28
H: -8.90 8.43 -9.93
C: -4.44 6.55 16.15
Cl: -2.78 5.97 16.03
Cl: -5.06 6.34 17.79
Cl: -4.54 8.25 15.66
H: -5.05 5.97 15.48
C: 11.65 -5.22 -8.50
Cl: 11.73 -5.18 -10.26
Cl: 10.24 -6.12 -7.96
Cl: 13.13 -5.90 -7.82
H: 11.56 -4.20 -8.15
C: -0.52 -3.81 -5.49
Cl: -0.50 -3.72 -7.25
Cl: -1.92 -4.71 -4.92
Cl: 0.98 -4.52 -4.90
H: -0.59 -2.80 -5.10

Results of the Mulliken charge analysis, in e, for atoms 1 through 2: -0.17, -0.66



[5]
ORCA calculation (wB97M-V/def2-TZVPD) on 2 unconnected molecules or ions with the total composition C4H4Br2ClNOS at a distorted geometry.

Properties
frontier orbital gap (alpha / beta) = 0.26693 / 0.24837 Eh
spin multiplicity = 1
total charge = 0

Atoms and positions in Å:
C: 1.06 -0.93 -1.36
C: 2.09 -0.24 -1.87
C: -1.57 0.42 0.75
C: -0.16 0.85 0.93
N: -2.09 -0.30 1.76
O: -2.17 0.73 -0.26
S: 1.13 -1.49 0.25
Cl: 0.50 1.85 -0.25
Br: 2.10 0.48 -3.61
Br: 0.55 1.02 2.67
H: 0.14 -1.08 -1.92
H: 3.01 -0.10 -1.33
H: -1.54 -0.61 2.54
H: -3.05 -0.60 1.68

Results of the natural (NBO) charge analysis, in e, for atoms 1 through 2: -0.44, -0.22



Which energy belongs to each record? In order, -75855.740 -15758.151 -69823.102 -984342.805 -171190.851 eV.